This record from OMol25 describes a molecular structure, C37H33BrClF15GaO28. The level of theory is the ωB97M-V functional and the def2-TZVPD basis.

Computed properties:
E_HOMO, eV: -6.099
HOMO-LUMO gap, Ha: 0.2660
LUMO level, eV: 1.140
F_max, eV Å⁻¹: 0.7

ORCA input file:
```
! RIJCOSX wB97M-V def2-TZVPD def2/J DEFGRID3
* xyz -1 1
O 3.668 1.014 0.139
C 4.003 -0.001 0.663
F 3.250 -0.424 1.749
C 5.077 -0.926 0.326
Ga 4.715 -1.849 -1.447
Cl 4.484 -0.367 -3.086
Br 6.699 -3.109 -1.940
C 3.191 -3.191 -1.298
F 3.099 -3.955 -2.453
F 3.521 -4.085 -0.291
C 1.820 -2.637 -0.999
C 1.024 -3.205 -0.006
C -0.254 -2.717 0.248
C -0.759 -1.656 -0.492
C 0.044 -1.077 -1.472
C -0.474 0.091 -2.248
F -1.815 0.020 -2.446
F 0.088 0.211 -3.465
F -0.261 1.267 -1.611
C 1.321 -1.562 -1.732
H 6.035 -0.420 0.257
H 5.147 -1.713 1.072
H 1.382 -4.029 0.585
H -0.874 -3.151 1.019
H -1.758 -1.282 -0.319
H 1.927 -1.116 -2.508
C 3.619 3.572 1.860
C 3.229 4.300 3.128
O 4.340 4.044 3.973
C 5.433 3.854 3.167
O 6.553 3.857 3.555
O 5.050 3.676 1.898
F 2.112 3.787 3.710
H 3.334 2.520 1.885
H 3.223 4.021 0.956
H 3.096 5.377 3.021
C -5.680 0.115 -2.611
C -6.137 -1.325 -2.645
O -5.107 -1.987 -1.925
C -4.572 -1.092 -1.054
O -3.855 -1.376 -0.152
O -4.968 0.159 -1.363
F -6.187 -1.829 -3.907
H -4.993 0.334 -3.429
H -6.498 0.820 -2.615
H -7.090 -1.499 -2.157
C -8.491 4.449 -4.902
C -7.241 4.398 -5.755
O -6.628 3.196 -5.318
C -7.610 2.368 -4.870
O -7.471 1.209 -4.668
O -8.760 3.055 -4.698
F -6.410 5.441 -5.515
H -8.285 4.926 -3.943
H -9.329 4.938 -5.388
H -7.427 4.334 -6.825
C 3.959 -6.781 3.356
C 3.917 -5.273 3.220
O 2.780 -5.084 2.399
C 1.931 -6.123 2.609
O 0.794 -6.150 2.283
O 2.574 -7.126 3.260
F 5.012 -4.786 2.604
H 4.511 -7.226 2.527
H 4.372 -7.123 4.301
H 3.772 -4.734 4.159
C -8.419 4.695 -10.034
C -9.691 5.153 -10.718
O -10.618 5.168 -9.646
C -9.929 5.384 -8.498
O -10.410 5.690 -7.460
O -8.601 5.207 -8.707
F -10.111 4.283 -11.663
H -8.360 3.606 -10.002
H -7.513 5.098 -10.478
H -9.637 6.150 -11.156
C 9.077 3.144 5.470
C 8.782 1.666 5.329
O 9.832 1.079 6.090
C 10.194 1.978 7.051
O 10.856 1.721 7.998
O 9.692 3.197 6.764
F 8.874 1.232 4.052
H 9.788 3.474 4.711
H 8.190 3.767 5.433
H 7.819 1.352 5.740
C 7.191 -2.136 5.298
C 8.665 -2.243 5.626
O 9.130 -3.130 4.622
C 8.311 -2.997 3.531
O 8.531 -3.404 2.446
O 7.188 -2.333 3.884
F 8.884 -2.793 6.847
H 6.630 -2.941 5.778
H 6.733 -1.188 5.547
H 9.216 -1.304 5.561
C -11.343 -3.061 -2.397
C -10.904 -2.709 -3.804
O -10.274 -1.458 -3.615
C -9.798 -1.417 -2.342
O -9.008 -0.632 -1.940
O -10.343 -2.414 -1.607
F -11.953 -2.563 -4.649
H -12.320 -2.629 -2.176
H -11.359 -4.128 -2.196
H -10.190 -3.405 -4.247
C 2.867 0.369 4.825
C 2.533 1.286 5.984
O 3.395 0.801 7.009
C 4.470 0.241 6.408
O 5.482 -0.069 6.950
O 4.241 0.061 5.094
F 1.250 1.165 6.394
H 2.274 -0.546 4.860
H 2.760 0.831 3.853
H 2.750 2.338 5.805
*
```

Mulliken population analysis, charges in e, atoms 1 to 99: -0.53, 0.33, -0.21, -0.24, 0.21, -0.41, -0.54, 1.10, -0.38, -0.19, -0.15, -0.71, -0.90, -0.71, -0.23, 0.91, -0.22, -0.29, -0.28, -0.09, 0.38, 0.11, 0.61, 0.50, 0.54, 0.48, -0.04, 0.31, -0.32, 0.68, -0.54, -0.29, -0.27, -0.12, 0.28, 0.25, -0.02, 0.61, -0.38, 0.57, -0.58, -0.37, -0.35, 0.31, 0.00, 0.18, -0.35, 0.63, -0.33, 0.62, -0.51, -0.32, -0.31, 0.28, 0.19, 0.09, -0.44, 0.30, -0.08, 0.54, -0.51, -0.38, -0.28, 0.29, 0.30, 0.24, -0.46, 0.28, -0.31, 0.64, -0.50, -0.26, -0.28, 0.30, 0.29, 0.28, -0.29, 0.55, -0.34, 0.55, -0.52, -0.34, -0.30, 0.28, 0.22, 0.16, 0.18, 0.67, -0.39, 0.53, -0.50, -0.11, -0.32, 0.22, -0.35, 0.11, -0.46, 0.30, -0.25

***

This record from OMol25 describes a molecular structure, C37H33BrN15O7RbS2. The level of theory is the ωB97M-V functional and the def2-TZVPD basis.

Computed properties:
E_HOMO, eV: -1.308
HOMO-LUMO gap, Ha: 0.1396
LUMO level, eV: 2.491
F_max, eV Å⁻¹: 0.4

ORCA input file:
```
! RIJCOSX wB97M-V def2-TZVPD def2/J DEFGRID3
* xyz -2 1
Rb -0.165 2.740 -0.219
O 4.756 3.743 -2.809
C 3.498 3.421 -2.424
O 3.295 2.792 -1.420
C 2.456 3.876 -3.392
C 2.789 4.266 -4.678
C 1.751 4.598 -5.540
C 0.453 4.522 -5.081
C 0.225 4.167 -3.752
N 1.212 3.853 -2.921
C -1.185 4.042 -3.181
O -1.980 3.366 -3.906
O -1.375 4.514 -2.062
H 5.333 3.393 -2.114
H 3.821 4.289 -4.995
H 1.960 4.887 -6.562
H -0.395 4.711 -5.725
H -1.913 2.015 -3.064
N 2.321 -0.002 -0.802
N 2.712 -0.932 -1.757
C 2.521 -0.823 -3.083
N 3.003 -1.850 -3.834
N 1.990 0.309 -3.508
N 1.736 0.438 -4.844
O 1.500 1.562 -5.221
O 1.694 -0.543 -5.604
H 1.320 -0.056 -0.644
H 2.595 0.936 -1.080
H 3.320 -1.661 -1.423
H 3.120 -2.729 -3.361
H 2.613 -1.874 -4.767
Br -7.277 -9.495 -2.663
C -6.495 -7.765 -2.761
C -6.608 -7.035 -3.930
C -6.035 -5.774 -3.989
C -5.353 -5.250 -2.897
C -5.256 -6.000 -1.726
C -5.827 -7.258 -1.656
N -4.802 -3.950 -3.073
N -4.081 -3.579 -2.124
C -3.505 -2.312 -2.229
C -3.754 -1.434 -3.268
C -3.148 -0.184 -3.326
C -2.251 0.208 -2.343
O -1.630 1.362 -2.342
C -1.961 -0.682 -1.253
N -1.084 -0.249 -0.309
C -0.873 -0.995 0.744
C -1.491 -2.256 0.915
C -2.336 -2.725 -0.046
C -2.610 -1.927 -1.183
H -7.135 -7.444 -4.781
H -6.105 -5.174 -4.887
H -4.734 -5.583 -0.876
H -5.758 -7.843 -0.749
H -4.442 -1.738 -4.044
H -3.360 0.501 -4.137
H -0.194 -0.592 1.489
H -1.287 -2.831 1.809
H -2.818 -3.688 0.049
S 1.471 3.617 2.571
C 0.375 3.640 3.924
C 0.723 4.418 5.041
C -0.059 4.515 6.184
C 0.378 5.330 7.276
N 0.749 5.987 8.148
C -1.267 3.796 6.238
C -1.627 3.014 5.149
C -0.852 2.899 3.982
S -1.425 1.861 2.711
C -2.119 3.850 7.386
N -2.809 3.881 8.310
H 1.652 4.970 4.995
H -2.553 2.457 5.189
C 3.266 0.366 2.449
N 2.020 -0.392 2.606
C 1.398 0.010 3.878
N 2.290 -0.266 5.018
C 3.525 0.492 4.805
N 4.204 0.107 3.558
C 4.471 -1.325 3.607
N 3.258 -2.135 3.784
C 2.347 -1.804 2.674
C 2.611 -1.685 5.026
H 3.020 1.427 2.427
H 3.737 0.081 1.506
H 0.454 -0.522 4.009
H 1.180 1.071 3.832
H 4.203 0.312 5.646
H 3.281 1.554 4.756
H 5.150 -1.535 4.440
H 4.957 -1.626 2.674
H 1.426 -2.385 2.800
H 2.823 -2.105 1.734
H 3.284 -1.897 5.863
H 1.688 -2.256 5.165
*
```

Mulliken charges, unit e, in atom order: 0.83, -0.51, 0.11, -0.58, 0.60, -0.54, -0.48, -0.54, 0.75, -0.01, 0.06, -0.91, -0.77, 0.36, 0.44, 0.39, 0.43, 0.14, 0.26, -0.20, 0.44, -0.44, -0.04, 0.71, -0.46, -0.80, -0.05, 0.07, 0.18, 0.21, 0.29, -0.22, 0.19, -0.48, -0.19, -0.06, -0.06, -0.70, -0.60, 0.26, 0.04, -0.43, -1.21, -0.02, 0.22, -0.51, 0.28, -0.88, -0.89, -0.65, 1.40, 0.39, 0.43, 0.37, 0.39, 0.44, 0.59, 0.91, 0.52, 0.41, -0.37, -0.21, -0.80, 0.64, -0.02, -0.64, 0.69, -0.97, -0.01, -0.35, -0.03, -0.65, 0.43, 0.42, -0.48, 0.61, -0.02, 0.11, -0.63, 0.04, -0.70, -0.03, -0.63, -0.73, 0.12, 0.11, 0.31, -0.54, 0.33, 0.33, 0.35, 0.33, 0.20, 0.20, 0.35, 0.35

***

This record from OMol25 describes a molecular structure, C37H33FI2N7ORu in a non-equilibrium geometry. The level of theory is the ωB97M-V functional and the def2-TZVPD basis.

Computed properties:
E_HOMO (alpha / beta), eV: -7.173 / -7.200
HOMO-LUMO gap (alpha / beta), Ha: 0.2438 / 0.2324
LUMO level (alpha / beta), eV: -0.538 / -0.875
F_max, eV Å⁻¹: 1.1

ORCA input file:
```
! RIJCOSX wB97M-V def2-TZVPD def2/J DEFGRID3
* xyz 0 6
Ru -0.309 0.040 -0.123
C -1.338 -1.891 2.374
N -0.207 -0.971 2.179
C -0.262 0.118 3.165
C 1.062 -1.660 2.156
C 1.317 -2.766 2.954
C 2.480 -3.505 2.798
C 3.375 -3.145 1.801
C 3.144 -2.017 1.029
C 2.017 -1.212 1.235
N 1.730 -0.031 0.533
C 2.755 0.774 0.054
C 4.103 0.662 0.430
C 5.095 1.402 -0.194
C 4.776 2.292 -1.207
C 3.436 2.508 -1.502
C 2.433 1.801 -0.852
N 1.039 2.183 -0.945
C 0.684 2.810 -2.218
C 0.790 3.158 0.145
H -1.350 -2.297 3.392
H -2.260 -1.349 2.192
H -1.280 -2.705 1.658
H -0.270 -0.284 4.185
H 0.611 0.759 3.044
H -1.157 0.713 2.997
H 0.586 -3.071 3.692
H 2.669 -4.363 3.430
H 4.259 -3.744 1.621
H 3.843 -1.749 0.248
H 4.373 -0.027 1.218
H 6.125 1.275 0.115
H 5.546 2.845 -1.729
H 3.175 3.262 -2.233
H 1.154 3.793 -2.335
H 0.985 2.171 -3.047
H -0.392 2.951 -2.256
H 1.460 4.017 0.025
H -0.243 3.493 0.115
H 0.970 2.691 1.110
I -3.237 3.408 2.730
C -3.474 2.920 0.717
C -4.560 3.430 -0.007
C -4.732 3.112 -1.327
I -6.376 3.928 -2.338
C -3.809 2.267 -1.983
C -3.902 1.857 -3.333
C -2.947 1.046 -3.872
C -1.867 0.641 -3.071
N -1.751 0.995 -1.817
C -2.705 1.776 -1.245
C -2.522 2.076 0.151
O -1.513 1.598 0.803
H -5.269 4.079 0.489
H -4.740 2.191 -3.931
H -3.008 0.715 -4.900
H -1.074 0.024 -3.477
F -2.061 -1.022 -0.090
N 2.942 -5.126 -4.287
C 2.975 -6.371 -4.877
C 3.979 -7.078 -5.536
C 3.639 -8.326 -6.016
C 2.346 -8.854 -5.846
C 1.360 -8.147 -5.191
C 1.683 -6.881 -4.700
N 0.896 -5.965 -4.023
C 1.675 -4.946 -3.799
C 1.247 -3.718 -3.114
C 2.105 -2.649 -2.892
C 1.628 -1.520 -2.259
N 0.366 -1.400 -1.850
C -0.469 -2.433 -2.052
C -0.066 -3.598 -2.677
H 3.705 -4.477 -4.230
H 4.975 -6.676 -5.667
H 4.384 -8.913 -6.537
H 2.125 -9.839 -6.239
H 0.364 -8.548 -5.056
H 3.143 -2.673 -3.199
H 2.277 -0.671 -2.070
H -1.479 -2.297 -1.680
H -0.757 -4.416 -2.830
*
```

Mulliken charges, unit e, in atom order: 0.88, -1.22, 1.22, -1.08, -0.02, -0.54, -0.94, -1.08, -0.69, 0.52, 1.38, -0.23, -1.21, -0.73, -1.04, -0.34, -0.04, 1.11, -1.42, -1.21, 0.41, 0.25, 0.36, 0.35, 0.29, 0.20, 0.37, 0.40, 0.41, 0.67, 0.77, 0.40, 0.41, 0.33, 0.44, 0.38, 0.29, 0.43, 0.51, 0.16, -0.03, -0.28, -0.28, -0.23, 0.04, 0.62, -0.66, -1.35, -0.53, 0.94, 0.00, -0.17, -0.04, 0.36, 0.18, 0.43, 0.51, -0.69, 0.05, 0.72, -1.03, -0.40, -0.47, -0.73, 0.49, -0.66, -0.11, 1.25, -1.03, -0.91, 0.90, -0.74, -0.91, 0.16, 0.38, 0.38, 0.38, 0.43, 0.29, 0.42, 0.67, 0.52

***

This record from OMol25 describes a molecular structure, C37H33GeN3O7Ru in a non-equilibrium geometry. The level of theory is the ωB97M-V functional and the def2-TZVPD basis.

Computed properties:
E_HOMO (alpha / beta), eV: -4.879 / -5.074
HOMO-LUMO gap (alpha / beta), Ha: 0.2684 / 0.2709
LUMO level (alpha / beta), eV: 2.423 / 2.298
F_max, eV Å⁻¹: 2.9

ORCA input file:
```
! RIJCOSX wB97M-V def2-TZVPD def2/J DEFGRID3
* xyz -1 2
Ru 0.365 2.539 1.074
O 1.969 2.098 2.226
C 3.183 1.912 1.848
C 4.204 1.851 2.844
C 5.483 1.506 2.525
C 5.846 1.173 1.200
C 4.903 1.292 0.218
C 3.590 1.723 0.497
C 2.725 1.999 -0.619
N 1.570 2.535 -0.557
C 0.783 2.650 -1.795
C -0.387 3.574 -1.529
N -1.022 3.147 -0.275
C -2.222 3.498 -0.032
C -2.956 3.209 1.173
C -4.317 3.572 1.220
C -5.119 3.223 2.271
C -4.554 2.471 3.327
C -3.230 2.147 3.337
C -2.363 2.552 2.281
O -1.104 2.318 2.405
H 3.913 2.078 3.862
H 6.234 1.476 3.308
H 6.852 0.852 0.965
H 5.160 1.066 -0.814
H 3.130 1.778 -1.612
H 0.402 1.655 -2.042
H 1.398 3.019 -2.618
H -1.100 3.546 -2.356
H -0.026 4.594 -1.391
H -2.771 4.015 -0.825
H -4.726 4.134 0.385
H -6.163 3.505 2.288
H -5.184 2.152 4.151
H -2.785 1.580 4.145
O -0.376 -0.447 2.368
C 0.475 -0.307 1.517
O 0.459 0.550 0.504
C 1.625 -1.300 1.455
C 1.052 -2.689 1.097
Ge -0.048 -2.680 -0.527
C 1.089 -2.300 -2.067
C 1.393 -3.269 -3.023
C 2.229 -2.975 -4.097
C 2.773 -1.706 -4.228
C 2.485 -0.732 -3.280
C 1.651 -1.025 -2.208
C -0.760 -4.493 -0.737
C -1.589 -4.799 -1.820
C -2.127 -6.069 -1.978
C -1.851 -7.060 -1.043
C -1.036 -6.774 0.042
C -0.494 -5.501 0.190
C -1.582 -1.484 -0.540
C -2.531 -1.562 0.478
C -3.599 -0.675 0.524
C -3.736 0.297 -0.457
C -2.810 0.373 -1.489
C -1.739 -0.511 -1.527
H 2.109 -1.308 2.432
H 2.342 -0.976 0.700
H 0.436 -3.044 1.927
H 1.861 -3.407 0.940
H 0.975 -4.265 -2.929
H 2.455 -3.741 -4.829
H 3.419 -1.476 -5.066
H 2.915 0.259 -3.376
H 1.427 -0.261 -1.466
H -1.819 -4.029 -2.550
H -2.765 -6.286 -2.826
H -2.274 -8.051 -1.160
H -0.822 -7.541 0.777
H 0.143 -5.292 1.042
H -2.424 -2.305 1.261
H -4.313 -0.729 1.336
H -4.561 0.999 -0.412
H -2.913 1.131 -2.258
H -1.008 -0.432 -2.325
O 0.614 4.641 3.145
N 0.544 5.374 2.174
O 0.458 6.594 2.251
O 0.564 4.844 0.973
*
```

Mulliken charges, unit e, in atom order: -0.68, -0.44, 0.43, -0.87, -0.28, -0.84, -0.59, 0.48, -0.13, 0.31, -0.13, -1.25, 0.97, -0.53, 0.61, -0.61, -0.73, -0.48, -0.73, 0.44, -0.28, 0.47, 0.38, 0.40, 0.34, 0.32, -0.17, 0.55, 0.59, 0.23, 0.20, 0.33, 0.39, 0.38, 0.48, -0.62, 0.02, 0.74, -0.67, -1.38, 2.50, -0.64, -0.66, -0.69, -0.72, -0.91, 0.52, -0.19, -0.16, -0.75, -0.43, -0.59, -0.67, -0.01, -0.70, -0.74, -0.37, -0.47, 0.23, 0.59, 0.03, 0.44, 0.61, 0.37, 0.40, 0.37, 0.36, 0.67, 0.42, 0.38, 0.37, 0.39, 0.26, 0.30, 0.37, 0.37, 0.40, 0.35, -0.51, 1.02, -0.72, -0.44

***

This record from OMol25 describes a molecular structure, C37H34BrCoF4OPS7Sb2. The level of theory is the ωB97M-V functional and the def2-TZVPD basis.

Computed properties:
E_HOMO (alpha / beta), eV: -1.468 / -1.471
HOMO-LUMO gap (alpha / beta), Ha: 0.1921 / 0.1922
LUMO level (alpha / beta), eV: 3.758 / 3.758
F_max, eV Å⁻¹: 0.8

ORCA input file:
```
! RIJCOSX wB97M-V def2-TZVPD def2/J DEFGRID3
* xyz -2 4
Co -0.826 0.796 0.603
F 2.819 6.405 -0.744
C 2.649 5.120 -0.378
C 3.605 4.177 -0.679
F 4.721 4.558 -1.332
C 3.422 2.856 -0.290
F 4.474 2.046 -0.560
C 2.283 2.396 0.345
P 1.537 0.510 0.445
C 2.912 -0.217 -0.521
C 3.913 -0.991 0.048
C 4.932 -1.517 -0.737
C 4.962 -1.273 -2.101
C 3.958 -0.505 -2.681
C 2.944 0.013 -1.895
C 2.050 0.246 2.199
C 1.175 -0.392 3.070
C 1.492 -0.538 4.416
C 2.695 -0.055 4.906
C 3.581 0.584 4.044
C 3.256 0.739 2.706
C 1.366 3.401 0.683
Br -0.159 2.997 1.761
C 1.527 4.725 0.330
F 0.629 5.671 0.657
H 3.905 -1.188 1.111
H 5.700 -2.127 -0.275
H 5.751 -1.692 -2.714
H 3.959 -0.325 -3.749
H 2.158 0.606 -2.352
H 0.228 -0.764 2.701
H 0.783 -1.026 5.072
H 2.941 -0.166 5.955
H 4.524 0.967 4.415
H 3.955 1.235 2.043
S -4.062 -3.542 2.825
Sb -4.873 -1.391 2.808
S -2.345 1.320 3.656
S -2.448 0.096 2.087
S -6.125 -0.982 0.904
C -4.805 2.737 0.777
C -3.780 3.299 -0.208
Sb -2.490 1.821 -1.077
C -1.877 2.936 -2.838
C -2.680 4.179 -3.220
C -4.005 0.583 -1.933
C -5.060 1.310 -2.760
H -5.512 3.518 1.074
H -4.331 2.362 1.684
H -5.384 1.904 0.373
H -3.131 4.033 0.276
H -4.274 3.803 -1.041
H -1.870 2.210 -3.656
H -0.833 3.202 -2.657
H -3.740 3.962 -3.358
H -2.311 4.618 -4.153
H -2.608 4.948 -2.449
H -4.460 0.068 -1.080
H -3.490 -0.178 -2.525
H -5.554 2.093 -2.182
H -5.838 0.615 -3.088
H -4.633 1.773 -3.653
O 0.387 -1.172 0.267
C 0.354 -2.565 0.105
C -1.095 -3.012 -0.102
C -2.157 -2.238 -0.445
C -3.335 -2.988 -0.731
C -3.123 -4.325 -0.630
S -1.518 -4.678 -0.159
C 0.893 -3.250 1.357
C 0.122 -3.498 2.459
C 0.864 -4.003 3.560
C 2.191 -4.129 3.281
S 2.539 -3.637 1.684
C 1.073 -2.925 -1.195
C 2.010 -3.868 -1.492
C 2.285 -3.969 -2.890
C 1.523 -3.117 -3.626
S 0.483 -2.189 -2.639
H -2.101 -1.158 -0.478
H -4.307 -2.547 -0.900
H -3.854 -5.115 -0.687
H -0.949 -3.328 2.494
H 0.414 -4.254 4.511
H 2.981 -4.486 3.921
H 2.478 -4.496 -0.748
H 3.013 -4.647 -3.314
H 1.530 -2.974 -4.695
*
```

Mulliken charges, unit e, in atom order: 1.07, -0.34, 0.58, 0.20, -0.33, 0.54, -0.46, -0.21, 2.25, 1.40, -0.64, -1.19, -0.66, -0.92, -0.40, 0.46, -0.76, -0.78, -0.74, -0.76, 0.00, -0.27, -0.20, 0.15, -0.38, 0.49, 0.37, 0.35, 0.42, 0.44, 0.15, 0.54, 0.38, 0.41, 0.27, -0.71, 0.41, -0.31, -0.24, -0.72, -0.82, -0.71, -0.09, -0.75, -1.22, -0.22, -1.31, 0.41, 0.04, 0.16, 0.46, 0.38, 0.49, 0.34, 0.25, 0.38, 0.28, -0.19, 0.60, 0.27, 0.41, 0.28, -0.98, 2.74, -0.66, 0.47, -0.67, -0.64, -0.18, -0.48, -0.60, -0.96, -0.56, -0.01, -0.18, -0.40, -0.82, -0.59, -0.05, -0.20, 0.30, 0.44, 0.41, 0.48, 0.46, 0.56, 0.39, 0.46